# 1
91
Properties=species:S:1:pos:R:3 method="wB97M-V/def2-TZVPD" orbital_gap_ev="6.9 / 6.6" total_charge=+2 lumo_ev="-6.622 / -6.831" spin_multiplicity=2 relative_energy_kcal_mol=29.28 homo_energy_ha="-0.496 / -0.495"
Ru -0.32 -0.15 0.12
N -1.36 -2.00 2.33
P -0.60 -0.52 2.55
C -1.92 0.68 2.89
C -3.27 0.33 2.92
C -4.23 1.28 3.23
C -3.84 2.58 3.52
C -2.50 2.94 3.49
C -1.54 1.99 3.18
C 0.27 -0.59 4.11
C 1.57 -0.08 4.22
C 2.19 -0.09 5.46
C 1.53 -0.60 6.57
C 0.24 -1.09 6.45
C -0.40 -1.08 5.22
P -1.79 -2.02 0.69
C -0.30 -2.79 -0.02
C -0.33 -3.13 -1.39
C 0.74 -3.77 -1.97
C 1.86 -4.10 -1.21
C 1.90 -3.80 0.14
C 0.83 -3.13 0.73
C -3.00 -3.33 0.51
C -4.18 -3.11 -0.20
C -5.11 -4.14 -0.30
C -4.86 -5.36 0.31
C -3.68 -5.57 1.02
C -2.74 -4.56 1.12
H -1.94 -2.41 3.05
H -3.58 -0.69 2.70
H -5.27 1.00 3.27
H -4.59 3.32 3.79
H -2.20 3.95 3.72
H -0.49 2.26 3.17
H 2.06 0.33 3.36
H 3.19 0.31 5.56
H 2.02 -0.62 7.53
H -0.28 -1.47 7.32
H -1.43 -1.43 5.15
H -1.21 -2.90 -1.98
H 0.71 -4.03 -3.02
H 2.69 -4.62 -1.67
H 2.74 -4.10 0.75
H 0.85 -2.92 1.79
H -4.36 -2.15 -0.67
H -6.03 -3.98 -0.84
H -5.58 -6.15 0.24
H -3.49 -6.52 1.50
H -1.81 -4.73 1.66
Cl 0.80 0.93 -4.70
C -0.43 -0.17 -4.09
Cl -0.20 -1.82 -4.72
C -0.38 -0.24 -2.57
O -1.47 -0.30 -1.94
O 0.70 -0.25 -1.95
H -1.40 0.17 -4.42
S -3.15 5.68 -0.61
C -2.48 4.07 -0.43
C -1.19 3.97 0.10
C -0.64 2.73 0.30
N -1.30 1.60 0.02
C -2.54 1.68 -0.49
C -3.16 2.89 -0.73
C -4.38 5.43 -1.87
C -5.65 4.99 -1.56
C -6.54 4.78 -2.61
N -6.22 5.00 -3.88
C -5.01 5.47 -4.16
C -4.04 5.70 -3.19
H -0.62 4.86 0.34
H 0.37 2.62 0.67
H -3.05 0.75 -0.70
H -4.15 2.90 -1.15
H -5.96 4.84 -0.53
H -7.54 4.42 -2.42
H -4.79 5.66 -5.21
H -3.07 6.09 -3.45
O 1.65 0.83 0.66
S 2.50 -0.34 0.07
C 3.57 0.35 -1.22
C 5.01 0.03 -0.82
C 5.06 0.13 0.70
C 3.88 -0.71 1.18
H 3.35 1.42 -1.20
H 3.25 -0.07 -2.17
H 5.70 0.72 -1.30
H 5.27 -0.98 -1.15
H 4.93 1.16 1.01
H 6.00 -0.23 1.11
H 3.55 -0.49 2.20
H 4.05 -1.78 1.08

# 2
124
Properties=species:S:1:pos:R:3 method="wB97M-V/def2-TZVPD" orbital_gap_ev=6.9 total_charge=+1 lumo_ev=-3.454 relative_energy_kcal_mol=43.82 homo_energy_ha=-0.380
Ti 0.31 -0.55 -0.51
C 1.46 -1.56 -2.03
C 1.25 -0.27 -2.64
C 2.16 0.62 -2.00
C 2.87 -0.15 -1.01
C 2.56 -1.49 -1.11
C 3.38 -2.65 -0.58
C 4.71 -2.12 -0.02
C 3.68 -3.57 -1.77
C 2.69 -3.46 0.52
C 2.75 1.98 -2.41
C 3.89 1.64 -3.39
C 1.78 2.96 -3.07
C 3.42 2.67 -1.21
C 0.39 -0.16 -3.93
C 1.30 0.10 -5.14
C -0.73 0.89 -3.89
C -0.28 -1.51 -4.22
H 1.02 -2.46 -2.40
H 3.66 0.25 -0.40
H 5.26 -1.55 -0.77
H 5.33 -2.96 0.29
H 4.54 -1.49 0.85
H 4.21 -3.04 -2.56
H 2.77 -3.99 -2.19
H 4.31 -4.40 -1.44
H 2.55 -2.86 1.42
H 1.72 -3.84 0.21
H 3.32 -4.32 0.78
H 3.54 1.16 -4.30
H 4.62 0.98 -2.92
H 4.40 2.57 -3.67
H 1.52 2.66 -4.08
H 2.26 3.94 -3.14
H 0.86 3.06 -2.51
H 4.36 2.18 -0.94
H 2.78 2.71 -0.34
H 3.67 3.70 -1.48
H 1.66 1.12 -5.21
H 0.73 -0.10 -6.05
H 2.16 -0.58 -5.14
H -0.38 1.88 -3.63
H -1.51 0.62 -3.18
H -1.19 0.95 -4.88
H 0.45 -2.28 -4.48
H -0.94 -1.38 -5.09
H -0.89 -1.86 -3.39
C -2.07 2.49 0.03
N -1.43 2.05 1.29
P -2.38 0.96 2.32
C -2.20 1.81 3.94
C -2.60 1.08 5.06
C -2.50 1.64 6.32
C -1.99 2.92 6.48
C -1.59 3.64 5.37
C -1.70 3.09 4.10
C -4.10 1.44 1.93
C -4.62 2.71 2.17
C -5.96 2.97 1.91
C -6.78 1.95 1.42
C -6.27 0.68 1.21
C -4.93 0.43 1.46
P 0.22 1.75 0.97
C 0.90 3.45 1.05
C 1.32 3.95 2.28
C 1.68 5.28 2.41
C 1.62 6.13 1.32
C 1.19 5.65 0.10
C 0.83 4.32 -0.04
C 1.19 1.01 2.34
C 0.74 0.38 3.49
C 1.64 -0.19 4.39
C 3.00 -0.15 4.14
C 3.47 0.48 3.00
C 2.57 1.06 2.11
H -3.02 2.97 0.26
H -2.26 1.67 -0.66
H -1.45 3.24 -0.46
H -2.98 0.07 4.94
H -2.81 1.07 7.19
H -1.91 3.35 7.47
H -1.20 4.65 5.49
H -1.38 3.66 3.23
H -3.99 3.49 2.57
H -6.36 3.95 2.09
H -7.83 2.15 1.23
H -6.91 -0.11 0.85
H -4.53 -0.57 1.30
H 1.36 3.31 3.15
H 2.01 5.65 3.38
H 1.91 7.17 1.43
H 1.13 6.31 -0.76
H 0.50 3.97 -1.00
H -0.30 0.32 3.72
H 1.26 -0.68 5.27
H 3.70 -0.60 4.84
H 4.53 0.54 2.80
H 2.96 1.58 1.24
O -3.56 -0.30 -1.16
C -2.60 -1.02 -1.25
O -1.34 -0.51 -1.14
C -2.64 -2.48 -1.58
C -3.87 -3.04 -1.96
C -3.88 -4.36 -2.31
C -2.67 -5.10 -2.28
C -2.60 -6.46 -2.65
C -1.41 -7.12 -2.62
C -0.23 -6.46 -2.21
C -0.27 -5.14 -1.84
C -1.49 -4.43 -1.87
N -1.50 -3.12 -1.53
H -4.76 -2.43 -1.96
H -4.80 -4.85 -2.61
H -3.51 -6.97 -2.96
H -1.36 -8.17 -2.90
H 0.70 -7.00 -2.18
H 0.62 -4.62 -1.50
F 0.53 -1.63 1.01
Sb -0.82 -3.06 2.32
F -1.21 -1.77 3.62
F -2.06 -2.24 1.20
F -1.87 -4.31 3.19
F -0.37 -4.26 0.97
F 0.86 -3.27 3.09

# 3
7
Properties=species:S:1:pos:R:3 method="wB97M-V/def2-TZVPD" orbital_gap_ev="6.5 / 6.5" total_charge=-1 lumo_ev="3.526 / 3.526" relative_energy_kcal_mol=119.24 homo_energy_ha="-0.110 / -0.110"
C 1.02 0.11 0.00
N -1.28 0.50 0.02
O 0.13 -1.77 -0.03
O 0.04 0.89 0.00
S 2.61 0.26 0.02
H -0.73 -1.36 0.02
H -1.80 1.38 -0.04

# 4
66
Properties=species:S:1:pos:R:3 method="wB97M-V/def2-TZVPD" orbital_gap_ev=7.0 total_charge=+2 lumo_ev=-6.109 relative_energy_kcal_mol=24.29 homo_energy_ha=-0.483
Hf 0.20 -0.17 0.10
C 0.12 -0.76 -3.19
C -1.23 -0.17 -2.83
N -1.61 -0.51 -1.42
C -2.24 -1.85 -1.36
C -1.17 -2.90 -1.24
C -1.34 -4.20 -1.67
C -0.34 -5.13 -1.40
C 0.79 -4.73 -0.70
C 0.89 -3.41 -0.31
C 2.02 -2.88 0.53
N 2.21 -1.44 0.25
C 3.09 -1.23 -0.94
C 2.30 -1.31 -2.23
N 1.13 -0.39 -2.17
N -0.06 -2.50 -0.60
H 0.41 -0.42 -4.19
H 0.06 -1.85 -3.23
H -1.99 -0.55 -3.52
H -1.22 0.91 -2.93
H -2.32 0.18 -1.15
H -2.88 -2.03 -2.22
H -2.86 -1.90 -0.46
H -2.24 -4.49 -2.19
H -0.45 -6.16 -1.72
H 1.57 -5.43 -0.46
H 2.94 -3.44 0.35
H 1.76 -3.01 1.58
H 2.70 -0.98 1.03
H 3.88 -1.98 -0.95
H 3.56 -0.26 -0.83
H 1.92 -2.32 -2.39
H 2.95 -1.07 -3.07
H 1.47 0.54 -2.38
I -1.17 -2.04 2.07
C -2.05 -0.56 3.24
C -2.95 -0.89 4.20
C -3.51 0.12 4.99
C -3.09 1.41 4.80
C -2.13 1.74 3.82
C -1.65 3.07 3.74
C -0.66 3.36 2.86
C -0.18 2.37 1.99
C -0.62 1.05 1.92
C -1.59 0.75 2.95
H -3.23 -1.93 4.37
H -4.24 -0.12 5.75
H -3.49 2.20 5.42
H -2.06 3.82 4.41
H -0.23 4.35 2.82
H 0.61 2.71 1.34
C 0.34 4.15 -1.58
C 0.60 2.78 -1.07
N -0.31 1.87 -0.91
O -1.64 2.21 -1.16
C 1.93 2.42 -0.59
C 3.11 3.32 -0.59
N 1.93 1.30 0.11
O 2.92 1.02 0.85
H -0.62 4.56 -1.26
H 0.34 4.14 -2.68
H 1.10 4.85 -1.25
H -1.77 3.14 -0.95
H 3.14 3.96 -1.47
H 4.02 2.72 -0.56
H 3.13 3.95 0.30

# 5
76
Properties=species:S:1:pos:R:3 method="wB97M-V/def2-TZVPD" orbital_gap_ev=5.7 total_charge=+2 lumo_ev=-7.295 relative_energy_kcal_mol=63.02 homo_energy_ha=-0.476
Tc 0.38 0.91 -0.11
N -2.49 -2.43 7.17
C -2.15 -1.54 6.21
C -2.88 -1.46 5.01
C -2.53 -0.55 4.04
C -1.44 0.30 4.24
C -0.71 0.24 5.42
C -1.05 -0.67 6.39
S -0.98 1.46 3.05
O -0.52 2.65 3.68
O -2.15 1.63 2.15
N 0.25 0.85 2.09
C 1.28 1.81 2.13
N 2.16 1.93 3.10
C 3.01 2.94 2.95
C 3.02 3.78 1.83
C 2.14 3.49 0.81
N 1.25 2.51 0.99
H -3.33 -2.97 7.09
H -2.03 -2.42 8.07
H -3.74 -2.10 4.87
H -3.13 -0.48 3.14
H 0.12 0.91 5.58
H -0.49 -0.70 7.32
H 3.73 3.08 3.74
H 3.72 4.60 1.75
H 2.12 4.01 -0.13
C -0.08 -2.41 2.86
N 1.23 -2.33 2.26
C 2.41 -2.65 2.88
C 3.38 -2.56 1.94
N 2.80 -2.19 0.75
B 3.68 -2.32 -0.54
N 3.06 -1.63 -1.79
C 3.03 -2.23 -3.02
C 2.71 -1.29 -3.95
N 2.54 -0.11 -3.27
C 2.36 1.19 -3.90
C 2.74 -0.35 -1.96
S 2.59 0.88 -0.73
C 1.49 -2.03 0.98
S 0.25 -1.51 -0.13
H 0.02 -2.41 3.94
H -0.58 -3.33 2.54
H -0.67 -1.56 2.54
H 2.45 -2.93 3.92
H 4.44 -2.74 2.00
H 4.74 -1.81 -0.30
H 3.77 -3.48 -0.81
H 3.26 -3.27 -3.13
H 2.63 -1.35 -5.02
H 1.75 1.06 -4.80
H 3.33 1.60 -4.18
H 1.86 1.86 -3.21
S -2.15 4.28 0.14
Sb -3.10 2.52 -0.70
S -0.50 1.40 -1.90
S -2.30 0.47 0.54
S -4.66 2.03 -2.13
C -4.83 -1.68 -1.68
S -3.21 -1.89 -0.94
O -2.59 -0.46 -1.08
C -2.36 -2.81 -2.18
C -2.16 -2.27 -3.44
C -1.49 -3.03 -4.39
C -1.05 -4.31 -4.07
C -1.26 -4.84 -2.80
C -1.92 -4.08 -1.84
H -4.73 -1.22 -2.66
H -5.41 -1.04 -1.01
H -5.29 -2.66 -1.75
H -2.51 -1.27 -3.67
H -1.33 -2.63 -5.38
H -0.55 -4.90 -4.82
H -0.92 -5.83 -2.56
H -2.08 -4.47 -0.84

# 6
72
Properties=species:S:1:pos:R:3 method="wB97M-V/def2-TZVPD" orbital_gap_ev="6.2 / 5.9" total_charge=+1 lumo_ev="-4.160 / -4.538" relative_energy_kcal_mol=0.00 homo_energy_ha="-0.381 / -0.384"
Tl -0.49 -0.49 0.85
C 1.58 0.32 3.18
C 0.26 0.47 3.92
N -0.84 0.75 2.99
C -2.16 0.42 3.51
C -2.34 -1.08 3.59
C -3.13 -1.70 4.54
C -3.22 -3.08 4.53
C -2.51 -3.81 3.58
C -1.74 -3.12 2.66
C -0.97 -3.84 1.57
N 0.10 -3.06 0.97
C 1.42 -3.15 1.60
C 1.63 -2.13 2.72
N 1.53 -0.77 2.19
N -1.68 -1.79 2.67
H 2.38 0.15 3.91
H 1.81 1.23 2.63
H 0.36 1.26 4.67
H 0.02 -0.44 4.45
H -0.83 1.71 2.65
H -2.91 0.83 2.83
H -2.34 0.85 4.50
H -3.65 -1.11 5.28
H -3.83 -3.60 5.26
H -2.54 -4.89 3.57
H -1.68 -4.11 0.79
H -0.59 -4.78 1.99
H 0.18 -3.26 -0.02
H 2.17 -2.97 0.82
H 1.60 -4.15 2.00
H 2.60 -2.31 3.19
H 0.87 -2.25 3.49
H 2.25 -0.61 1.49
F -3.18 -2.94 -1.75
C -2.55 -1.82 -2.08
C -1.54 -1.82 -2.95
N -0.85 -0.65 -3.26
C 0.40 -0.73 -3.85
C 1.78 -1.44 -2.36
O 2.81 -1.16 -2.83
O 1.05 -1.93 -1.56
C -1.25 0.59 -2.72
O -0.67 1.61 -2.99
N -2.33 0.54 -1.87
C -2.96 -0.60 -1.38
O -3.75 -0.55 -0.46
H -1.20 -2.72 -3.43
H 0.86 0.22 -4.09
H 0.56 -1.58 -4.50
H -2.48 1.40 -1.35
C 0.91 5.32 -3.14
C 1.66 4.04 -3.40
C 1.93 3.64 -4.71
C 2.66 2.49 -4.96
Cl 2.96 2.02 -6.61
C 3.15 1.72 -3.93
C 2.87 2.09 -2.62
C 2.13 3.23 -2.37
O 1.91 3.58 -1.04
C 0.58 3.45 -0.60
C 0.20 2.06 -0.11
O -0.99 1.93 0.29
O 1.03 1.12 -0.10
H 1.10 6.04 -3.94
H 1.21 5.77 -2.20
H -0.17 5.15 -3.11
H 1.58 4.25 -5.54
H 3.74 0.84 -4.14
H 3.23 1.50 -1.79
H -0.14 3.72 -1.36
H 0.45 4.14 0.24

# 7
15
Properties=species:S:1:pos:R:3 method="wB97M-V/def2-TZVPD" orbital_gap_ev=10.0 total_charge=0 lumo_ev=0.802 relative_energy_kcal_mol=72.60 homo_energy_ha=-0.339
C -2.22 0.42 0.13
C -1.07 -0.25 0.86
C 0.28 -0.31 0.29
C 1.00 0.79 -0.35
C 2.14 0.30 -0.68
H -2.74 1.20 0.65
H -1.84 1.11 -0.77
H -1.17 -1.27 1.01
H -1.02 0.43 2.01
H 0.71 1.87 -0.34
H 3.30 0.58 -1.30
H 2.93 -1.75 -0.66
N 2.10 -1.04 -0.39
N 0.95 -1.43 0.18
Cl -3.36 -0.65 -0.66